Entry from the OMol25 dataset: an isolated ion of composition C7H11N2O3 and charge -1 (ωB97M-V/def2-TZVPD).

Geometry (Å):
N1 -1.8074 -2.0682 -1.5271
C1 -2.1314 -0.6492 -1.3091
C2 -1.6747 -0.1899 0.0806
C3 -0.1897 0.1498 0.1163
C4 0.4228 0.1119 1.5054
C5 1.7653 0.8086 1.2456
C6 2.6931 -0.2059 0.5102
O1 2.8817 0.0022 -0.7043
O2 3.0667 -1.1570 1.2378
C7 1.3015 1.9316 0.3623
O3 1.7648 3.0346 0.2544
N2 0.1332 1.5166 -0.3314
H1 -1.4720 -2.2108 -2.4695
H2 -1.0481 -2.3466 -0.9186
H3 -3.2078 -0.5061 -1.3915
H4 -1.6322 -0.0294 -2.0574
H5 -1.8238 -1.0392 0.7505
H6 -2.2796 0.6586 0.3933
H7 0.3151 -0.5364 -0.5704
H8 -0.1668 0.7771 2.1408
H9 0.5157 -0.8979 1.8880
H10 2.2466 1.2480 2.1148
H11 0.3271 1.5976 -1.3207

Output
- Total charge: -1
- F_max: 0.661 eV/Å
- SMILES: NCC[C@@H]1C[C@@H](C(=O)[O-])C(=O)N1

---

Entry from the OMol25 dataset: C34H25BrIrN3OP as an isolated structure (ωB97M-V/def2-TZVPD).

Geometry (Å):
Ir1 0.5874 0.7534 1.3152
Br1 6.4651 5.2832 0.5422
C1 5.1914 3.9254 0.7274
C2 5.6319 2.5723 0.7608
C3 4.7479 1.5470 0.8952
C4 3.3547 1.8056 0.9957
O1 2.5662 0.7967 1.1025
C5 2.9073 3.1685 0.9808
C6 1.5715 3.5330 1.1353
N1 0.5343 2.7166 1.3246
C7 -0.7844 3.2614 1.4532
C8 -1.1424 4.5829 1.3462
C9 -2.4842 4.9655 1.5505
C10 -3.4453 4.0408 1.8566
C11 -3.1090 2.6688 1.9503
C12 -4.0347 1.6472 2.2654
C13 -3.6137 0.3463 2.3351
C14 -2.2710 0.0466 2.0703
N2 -1.3871 0.9835 1.7719
C15 -1.7782 2.2922 1.7272
C16 3.8670 4.2138 0.8392
H1 6.6913 2.3704 0.6826
H2 5.0724 0.5172 0.9298
H3 1.3705 4.5963 1.1192
H4 -0.4259 5.3552 1.1147
H5 -2.7417 6.0113 1.4698
H6 -4.4685 4.3444 2.0294
H7 -5.0680 1.9071 2.4538
H8 -4.2897 -0.4586 2.5818
H9 -1.9092 -0.9710 2.0992
H10 3.5318 5.2419 0.8288
N3 0.3853 -0.9183 0.7349
P1 -0.0681 -1.8564 -0.5563
C17 1.0473 -1.5250 -1.9011
C18 2.4067 -1.3835 -1.6153
C19 3.3039 -1.2111 -2.6524
C20 2.8507 -1.1861 -3.9670
C21 1.5009 -1.3311 -4.2501
C22 0.5914 -1.5010 -3.2180
C23 0.0252 -3.5504 -0.0235
C24 -0.0773 -4.5552 -0.9889
C25 -0.0212 -5.8809 -0.5995
C26 0.1453 -6.2023 0.7429
C27 0.2575 -5.2034 1.6996
C28 0.1975 -3.8717 1.3205
C29 -1.7356 -1.4078 -0.9958
C30 -1.9753 -0.1509 -1.5586
C31 -3.2699 0.2257 -1.8630
C32 -4.3239 -0.6473 -1.6096
C33 -4.0875 -1.8940 -1.0493
C34 -2.7924 -2.2786 -0.7355
H11 2.7579 -1.4097 -0.5906
H12 4.3591 -1.1060 -2.4420
H13 3.5566 -1.0566 -4.7758
H14 1.1547 -1.3147 -5.2739
H15 -0.4619 -1.6160 -3.4415
H16 -0.1924 -4.3058 -2.0371
H17 -0.0992 -6.6640 -1.3401
H18 0.1933 -7.2401 1.0423
H19 0.3976 -5.4610 2.7399
H20 0.2960 -3.0918 2.0647
H21 -1.1508 0.5222 -1.7678
H22 -3.4604 1.1902 -2.3127
H23 -5.3337 -0.3554 -1.8622
H24 -4.9081 -2.5733 -0.8668
H25 -2.6069 -3.2541 -0.3051

Output
- Total charge: +2
- F_max: 0.763 eV/Å
- Multiplicity: 2

---

Short version: relative energy (zero: lowest compared OMol25 entry of this formula, charge and spin) = 0.0000, 0.0000 eV, in the order given.